# 1
Below is a 2-piece molecular cluster, C17H23BrN4O3 overall, with properties calculated with ωB97M-V/def2-TZVPD.

XYZ file:
```
48
C17H23BrN4O3 | the Open Molecules 2025 dataset | ωB97M-V/def2-TZVPD
C 1.270 2.952 2.798
N 1.316 1.491 2.828
C 0.542 0.595 2.199
O 0.880 -0.581 2.247
C -0.721 0.966 1.386
C -0.373 1.176 -0.093
C -1.461 2.123 -0.589
C -1.678 3.026 0.621
N -1.460 2.172 1.781
C -2.008 2.341 2.999
C -2.799 3.606 3.285
O -1.876 1.524 3.901
H 1.046 3.307 1.792
H 0.515 3.315 3.498
H 2.239 3.352 3.099
H 2.057 1.069 3.365
H -1.410 0.124 1.459
H 0.600 1.663 -0.187
H -0.385 0.243 -0.653
H -2.371 1.559 -0.798
H -1.143 2.686 -1.466
H -0.944 3.832 0.619
H -2.689 3.436 0.598
H -2.200 4.478 3.035
H -3.719 3.600 2.703
H -3.047 3.632 4.346
C 3.413 -1.470 -0.240
N 2.470 -2.110 -1.155
C 1.121 -2.420 -0.682
C 0.182 -2.721 -1.828
C -1.201 -2.541 -1.690
C -2.065 -2.858 -2.742
Br -3.946 -2.585 -2.547
C -1.545 -3.376 -3.932
C -0.164 -3.555 -4.079
C 0.699 -3.221 -3.032
N 2.074 -3.357 -3.170
C 2.930 -2.714 -2.316
O 4.102 -2.679 -2.653
H 2.890 -0.963 0.575
H 4.012 -0.723 -0.771
H 4.085 -2.217 0.196
H 1.161 -3.287 -0.015
H 0.730 -1.580 -0.105
H -1.612 -2.161 -0.759
H -2.220 -3.631 -4.743
H 0.232 -3.945 -5.010
H 2.471 -3.572 -4.076
```

As for the structure (SMILES): CNC(=O)[C@@H]1CCCN1C(C)=O.CN1Cc2cc(Br)ccc2NC1=O. Its energy is -3680.42468 Ha. Its total charge is 0. The gap between HOMO and LUMO comes out at 8.8 eV. Its highest occupied orbital energy is -8.317 eV.

natural (NBO) population analysis, charges in e, atoms 1 to 8: atom 1 (C): -0.41, atom 2 (N): -0.61, atom 3 (C): 0.70, atom 4 (O): -0.65, atom 5 (C): -0.13, atom 6 (C): -0.40, atom 7 (C): -0.41, atom 8 (C): -0.21

# 2
Below is a 10-piece molecular cluster, C27H60BrN2O14S9 overall, with properties calculated with ωB97M-V/def2-TZVPD.

XYZ file:
```
113
C27H60BrN2O14S9 | the Open Molecules 2025 dataset | ωB97M-V/def2-TZVPD
O -2.319 0.288 0.283
C -1.857 -0.007 -0.740
N -1.241 -0.247 -1.788
C -0.102 -1.028 -1.355
C -0.279 -2.197 -0.640
N 0.798 -2.868 -0.235
C 0.577 -4.105 0.582
C 0.833 -3.680 2.066
O 1.516 -4.287 2.813
O 0.214 -2.495 2.449
C 2.049 -2.477 -0.479
Br 3.581 -3.429 0.132
C 2.289 -1.308 -1.202
C 1.190 -0.562 -1.636
C 1.484 0.733 -2.404
O 1.382 0.761 -3.586
O 1.869 1.807 -1.682
H -1.297 -2.515 -0.411
H 1.238 -4.924 0.289
H -0.496 -4.377 0.465
H 0.671 -1.759 2.018
H 3.323 -1.003 -1.374
H 1.727 1.650 -0.733
C 7.994 -0.129 2.112
S 6.807 -1.312 1.472
O 5.442 -0.782 1.764
C 7.150 -2.600 2.685
H 7.919 0.779 1.515
H 7.765 0.096 3.155
H 9.000 -0.541 2.026
H 6.976 -2.217 3.691
H 8.184 -2.930 2.580
H 6.481 -3.438 2.495
C -4.452 -4.996 2.311
S -2.870 -5.720 2.752
O -1.872 -5.284 1.716
C -3.330 -7.412 2.374
H -4.385 -3.917 2.438
H -4.688 -5.228 1.271
H -5.224 -5.390 2.973
H -3.637 -7.488 1.331
H -4.144 -7.716 3.034
H -2.464 -8.048 2.547
C -1.498 2.968 4.122
S -1.177 2.501 2.415
O 0.303 2.408 2.246
C -1.703 4.065 1.697
H -1.200 2.141 4.764
H -0.920 3.855 4.378
H -2.564 3.161 4.250
H -1.110 4.880 2.111
H -2.761 4.223 1.906
H -1.551 4.015 0.620
C -7.521 -5.883 6.432
S -6.814 -7.479 6.001
O -5.762 -7.233 4.974
C -8.266 -8.104 5.140
H -6.761 -5.302 6.951
H -7.828 -5.356 5.528
H -8.377 -6.032 7.091
H -8.525 -7.435 4.318
H -9.097 -8.181 5.841
H -8.031 -9.091 4.746
C 6.713 3.793 -2.012
S 6.509 3.211 -0.327
O 6.850 1.759 -0.310
C 4.714 3.340 -0.301
H 7.772 3.759 -2.260
H 6.158 3.147 -2.695
H 6.360 4.816 -2.087
H 4.288 2.724 -1.094
H 4.423 4.382 -0.433
H 4.361 2.984 0.667
C 7.054 8.704 -3.728
S 6.838 8.128 -2.038
O 7.164 6.672 -2.022
C 5.044 8.274 -2.016
H 8.113 8.657 -3.972
H 6.494 8.065 -4.412
H 6.709 9.735 -3.807
H 4.613 7.663 -2.810
H 4.764 9.319 -2.150
H 4.686 7.924 -1.050
C -1.228 -0.312 -7.112
S -1.009 -0.716 -5.373
O -1.041 -2.202 -5.247
C -2.614 -0.095 -4.856
H -0.346 -0.651 -7.654
H -2.112 -0.817 -7.501
H -1.331 0.769 -7.222
H -3.407 -0.613 -5.397
H -2.653 0.975 -5.054
H -2.727 -0.274 -3.791
C -0.096 3.702 -5.396
S -1.879 3.615 -5.170
O -2.462 3.107 -6.441
C -2.152 5.392 -5.120
H 0.288 2.686 -5.490
H 0.135 4.264 -6.301
H 0.358 4.181 -4.527
H -1.790 5.848 -6.042
H -1.632 5.815 -4.260
H -3.221 5.571 -5.021
C -3.945 -0.861 3.365
S -5.732 -0.862 3.581
O -6.126 -2.238 3.979
C -6.130 -0.673 1.835
H -3.481 -1.009 4.339
H -3.652 -1.673 2.698
H -3.625 0.097 2.954
H -5.696 -1.496 1.266
H -5.744 0.281 1.475
H -7.213 -0.689 1.729
```

Its energy is -8384.84844 Ha. Its total charge is +1. The gap between HOMO and LUMO comes out at 6.2 eV. Its highest occupied orbital energy is -10.273 eV.

Löwdin population analysis, charges in e, atoms 1 to 8: atom 1 (O): 0.20, atom 2 (C): -0.25, atom 3 (N): 0.22, atom 4 (C): -0.14, atom 5 (C): 0.06, atom 6 (N): -0.05, atom 7 (C): -0.02, atom 8 (C): -0.49

# 3
Below is C26H57NO2S2Si2 as an isolated structure, with properties calculated with ωB97M-V/def2-TZVPD.

XYZ file:
```
90
C26H57NO2S2Si2 | the Open Molecules 2025 dataset | ωB97M-V/def2-TZVPD
C -5.572 -3.508 -1.148
C -5.421 -3.973 -2.638
C -4.003 -3.656 -3.266
C -4.021 -2.293 -4.081
C -3.360 -1.163 -3.173
C -1.819 -1.095 -3.532
C -0.984 -1.232 -2.200
C -1.233 0.041 -1.300
C -0.575 -0.255 0.130
Si -1.433 0.855 1.451
C -0.711 2.592 1.214
C -1.508 3.765 1.899
C -0.646 5.093 1.683
C -0.470 5.437 0.155
C 1.013 5.673 -0.290
C 1.850 4.361 -0.517
C 1.990 3.910 -2.019
C 2.226 2.339 -2.062
C 3.476 1.929 -2.932
O -0.946 0.248 2.992
Si -1.703 -1.238 3.399
O -2.876 -1.715 2.239
C -0.441 -2.639 3.687
C 0.163 -3.217 2.353
C 1.067 -4.484 2.557
S 2.777 -3.973 3.074
C 3.423 -2.876 1.760
S 3.057 -3.251 0.170
N 4.229 -1.785 2.183
C 3.436 -0.753 2.891
C 2.621 0.177 1.914
C 5.061 -1.239 1.099
C 5.979 -0.045 1.570
H -4.982 -4.100 -0.415
H -6.660 -3.556 -0.884
H -5.259 -2.440 -1.093
H -5.626 -5.061 -2.796
H -6.208 -3.433 -3.224
H -3.719 -4.472 -3.972
H -3.224 -3.638 -2.461
H -3.430 -2.366 -5.020
H -5.069 -2.003 -4.321
H -3.407 -1.485 -2.100
H -3.883 -0.182 -3.268
H -1.557 -0.099 -3.969
H -1.502 -1.925 -4.208
H 0.111 -1.293 -2.426
H -1.276 -2.118 -1.585
H -2.319 0.218 -1.094
H -0.793 0.953 -1.775
H -0.629 -1.338 0.371
H 0.476 0.131 0.052
H -2.871 0.775 1.184
H 0.326 2.623 1.651
H -0.566 2.734 0.111
H -1.527 3.609 3.007
H -2.541 3.891 1.486
H -1.206 5.896 2.230
H 0.311 4.923 2.227
H -1.022 4.702 -0.482
H -1.005 6.412 -0.004
H 1.573 6.339 0.412
H 0.977 6.226 -1.264
H 2.892 4.583 -0.158
H 1.509 3.482 0.072
H 2.915 4.377 -2.440
H 1.115 4.156 -2.661
H 1.349 1.787 -2.484
H 2.387 1.907 -1.040
H 3.814 0.884 -2.706
H 3.226 1.983 -4.014
H 4.321 2.598 -2.644
H -2.404 -0.991 4.679
H -3.476 -2.296 2.725
H -1.011 -3.470 4.178
H 0.381 -2.328 4.373
H -0.663 -3.511 1.657
H 0.770 -2.427 1.839
H 0.660 -5.167 3.346
H 1.112 -5.093 1.620
H 2.727 -1.292 3.568
H 4.083 -0.101 3.521
H 3.288 0.888 1.361
H 1.870 0.809 2.450
H 2.100 -0.495 1.184
H 5.732 -2.050 0.733
H 4.486 -0.880 0.212
H 5.467 0.943 1.503
H 6.348 -0.231 2.605
H 6.863 -0.020 0.889
```

Its energy is -2605.51457 Ha. Its total charge is 0. The gap between HOMO and LUMO comes out at 8.4 eV. Its highest occupied orbital energy is -8.383 eV.

Löwdin population analysis, charges in e, atoms 1 to 8: atom 1 (C): -0.12, atom 2 (C): -0.26, atom 3 (C): -0.20, atom 4 (C): -0.19, atom 5 (C): -0.20, atom 6 (C): -0.20, atom 7 (C): -0.21, atom 8 (C): -0.25

# 4
Below is C28H24F4N8NiOSSe2Si as an isolated structure, with properties calculated with ωB97M-V/def2-TZVPD.

XYZ file:
```
70
C28H24F4N8NiOSSe2Si | the Open Molecules 2025 dataset | ωB97M-V/def2-TZVPD
Ni 0.253 0.219 1.935
C -5.789 0.428 1.279
Si -4.955 0.641 2.941
C -5.972 1.767 4.038
C -4.747 -1.016 3.772
C -3.313 1.524 2.615
C -3.335 2.884 2.302
C -2.189 3.590 1.950
C -0.990 2.912 1.905
N -0.949 1.624 2.242
C -2.046 0.945 2.577
S -1.511 -0.738 2.826
H -6.789 0.005 1.392
H -5.208 -0.246 0.645
H -5.884 1.380 0.752
H -6.949 1.320 4.230
H -6.147 2.744 3.584
H -5.482 1.928 5.000
H -5.740 -1.414 3.998
H -4.193 -0.945 4.709
H -4.234 -1.731 3.130
H -4.281 3.414 2.314
H -2.227 4.639 1.693
H -0.060 3.376 1.599
C 6.078 -1.883 1.721
Se 4.928 -0.785 0.601
C 4.571 -2.179 -0.730
C 4.285 -1.618 -2.111
Se 2.815 -0.321 -2.166
C 3.869 1.310 -2.210
H 5.536 -2.754 2.080
H 6.379 -1.272 2.569
H 6.964 -2.187 1.168
H 3.745 -2.789 -0.371
H 5.458 -2.814 -0.760
H 4.028 -2.431 -2.791
H 5.160 -1.109 -2.513
H 4.452 1.407 -1.299
H 3.159 2.131 -2.284
H 4.512 1.299 -3.086
N 3.029 1.557 2.683
C 2.441 1.972 1.525
O 1.511 1.268 1.010
C 2.829 3.177 0.922
C 3.949 3.886 1.417
N 4.888 4.392 1.856
C 2.097 3.647 -0.193
N 1.491 3.996 -1.112
H 3.054 0.555 2.803
H 3.860 2.048 2.975
F -0.606 -0.345 -1.089
C -0.584 -1.131 -2.151
C -1.249 -0.744 -3.248
F -1.892 0.409 -3.227
C -1.302 -1.540 -4.462
C -0.541 -2.776 -4.399
C 0.105 -3.174 -3.295
F 0.782 -4.312 -3.325
C 0.122 -2.397 -2.069
C 0.757 -2.833 -0.943
C 0.875 -2.035 0.239
N 1.030 -1.408 1.186
C 1.374 -4.120 -0.812
N 1.913 -5.121 -0.645
F -0.489 -3.538 -5.479
C -2.018 -1.173 -5.557
C -2.076 -1.940 -6.769
N -2.183 -2.489 -7.771
C -2.832 0.007 -5.621
N -3.540 0.908 -5.691
```

Its energy is -8992.90259 Ha. Its total charge is 0. The gap between HOMO and LUMO (alpha / beta) comes out at 4.3 / 4.3 eV. As for the relative energy (zero: lowest compared OMol25 entry of this formula, charge and spin): 0.0 kcal per mole. Its highest occupied orbital energy (alpha / beta) is -8.116 / -8.116 eV.

natural (NBO) population analysis, charges in e, atoms 1 to 8: atom 1 (Ni): 0.95, atom 2 (C): -1.11, atom 3 (Si): 1.63, atom 4 (C): -1.11, atom 5 (C): -1.12, atom 6 (C): -0.51, atom 7 (C): -0.11, atom 8 (C): -0.27

Max |F| / Eh/bohr: 0.0367, 0.0414, 0.0517, 0.0163